ORCA calculation (the ωB97M-V functional and the def2-TZVPD basis) on a structure of composition CH2INO3S.

Structure (XYZ):
```
9
Properties=species:S:1:pos:R:3:lowdin_charge:R:1
I -2.725 0.847 -0.666 0.81
S 0.050 -0.765 -0.051 0.62
O -0.213 -1.779 0.947 -0.37
O 3.110 -0.325 -0.968 0.02
O -0.043 -1.076 -1.449 -0.41
N 2.483 0.294 -0.215 0.06
C -0.945 0.800 0.487 -0.71
H -1.159 0.275 1.454 0.02
H -0.558 1.729 0.462 -0.04
```

- E_tot: -27633.12323 eV
- LUMO (spin up / spin down): -0.73 / -1.59 eV
- Energy above the lowest of the compared OMol25 structures with the same formula, charge and spin: 2.579 eV
- Kohn-Sham gap (spin up / spin down): 8.14 / 7.71 eV
- HOMO (spin up / spin down): -8.88 / -9.30 eV

---

ORCA calculation (the ωB97M-V functional and the def2-TZVPD basis) on an isolated molecule of CH2INO4.

Structure (XYZ):
```
9
Properties=species:S:1:pos:R:3:lowdin_charge:R:1
I -1.406 -1.488 2.102 0.80
O 1.563 2.428 0.234 0.17
O 0.938 0.340 0.512 -0.01
O 0.460 -0.866 -0.170 -0.14
O 0.816 1.370 -1.452 0.18
N 1.099 1.527 -0.350 -0.42
C -0.837 -1.106 0.089 -0.74
H -1.580 -0.326 -0.425 0.12
H -1.052 -1.879 -0.540 0.03
```

- E_tot: -18842.55486 eV
- LUMO: 0.18 eV
- SMILES string: O=[N+]([O-])OOCI
- Energy above the lowest of the compared OMol25 structures with the same formula, charge and spin: 2.902 eV
- Kohn-Sham gap: 10.08 eV
- HOMO: -9.91 eV

---

ORCA calculation (the ωB97M-V functional and the def2-TZVPD basis) on an isolated molecule of CH2INOS.

Structure (XYZ):
```
7
Properties=species:S:1:pos:R:3:lowdin_charge:R:1
I 2.594 1.001 0.000 0.87
S -0.691 -2.137 0.034 0.72
O 1.243 -0.569 0.039 -0.70
N -0.892 0.500 0.035 0.06
C -0.106 -0.659 0.032 -1.11
H -1.881 0.565 -0.298 0.13
H -0.268 1.300 0.158 0.03
```

- E_tot: -23541.42272 eV
- LUMO: -1.93 eV
- SMILES string: NC(=S)OI
- Energy above the lowest of the compared OMol25 structures with the same formula, charge and spin: 0.086 eV
- Kohn-Sham gap: 6.76 eV
- HOMO: -8.69 eV

---

ORCA calculation (the ωB97M-V functional and the def2-TZVPD basis) on an isolated molecule of CH2INS.

Structure (XYZ):
```
6
Properties=species:S:1:pos:R:3:lowdin_charge:R:1
I -0.232 -1.369 -1.961 0.85
S -0.829 2.034 -0.793 0.10
N 0.342 -0.197 0.725 0.00
C -0.208 0.007 -0.448 -1.13
H 0.453 0.608 1.193 0.02
H 0.473 -1.083 1.285 0.15
```

- E_tot: -21492.76744 eV
- LUMO: -0.53 eV
- SMILES string: NC(=S)I
- Energy above the lowest of the compared OMol25 structures with the same formula, charge and spin: 2.023 eV
- Kohn-Sham gap: 7.60 eV
- HOMO: -8.13 eV

---

ORCA calculation (the ωB97M-V functional and the def2-TZVPD basis) on a structure of composition CH2INS.

Structure (XYZ):
```
6
Properties=species:S:1:pos:R:3:lowdin_charge:R:1
I 1.324 -1.934 0.947 0.54
S -0.698 1.512 -2.041 0.65
N -0.409 -0.598 0.930 -0.40
C 0.166 1.492 -0.732 -0.51
H 0.321 0.128 0.934 -0.18
H -0.704 -0.601 -0.039 -0.10
```

- E_tot: -21491.94715 eV
- LUMO: -0.81 eV
- Energy above the lowest of the compared OMol25 structures with the same formula, charge and spin: 2.843 eV
- Kohn-Sham gap: 8.54 eV
- HOMO: -9.35 eV

---

ORCA calculation (the ωB97M-V functional and the def2-TZVPD basis) on a structure of composition CH2INS.

Structure (XYZ):
```
6
Properties=species:S:1:pos:R:3:lowdin_charge:R:1
I 2.027 1.088 0.062 0.73
S 3.714 -2.289 0.208 0.62
N 0.285 0.042 0.286 -0.48
C 2.847 -1.527 -0.795 -0.78
H -0.409 0.683 0.663 -0.05
H -0.022 -0.246 -0.637 -0.04
```

- E_tot: -21489.37710 eV
- LUMO (spin up / spin down): -0.09 / -2.63 eV
- Multiplicity: 3
- Energy above the lowest of the compared OMol25 structures with the same formula, charge and spin: 1.776 eV
- Kohn-Sham gap (spin up / spin down): 5.95 / 6.48 eV
- HOMO (spin up / spin down): -6.04 / -9.11 eV

---

ORCA calculation (the ωB97M-V functional and the def2-TZVPD basis) on a cluster of 2 separate species, CH2IP in total.

Structure (XYZ):
```
5
Properties=species:S:1:pos:R:3:lowdin_charge:R:1
I 0.520 2.123 -1.740 -0.06
P 1.155 -0.516 0.698 0.80
C -0.417 -0.619 0.396 -0.56
H -0.852 -1.478 0.920 -0.01
H -0.406 0.490 -0.273 -0.17
```

- E_tot: -18454.69287 eV
- LUMO (spin up / spin down): -2.06 / -3.18 eV
- Energy above the lowest of the compared OMol25 structures with the same formula, charge and spin: 3.246 eV
- Kohn-Sham gap (spin up / spin down): 7.10 / 5.16 eV
- HOMO (spin up / spin down): -9.17 / -8.35 eV

---

ORCA calculation (the ωB97M-V functional and the def2-TZVPD basis) on a structure of composition CH2LiMgO.

Structure (XYZ):
```
6
Properties=species:S:1:pos:R:3:lowdin_charge:R:1
Mg 0.714 2.950 0.986 0.69
O -0.440 0.448 -0.367 -0.32
C 0.371 0.799 0.504 -0.38
Li -0.937 -1.229 -1.078 0.27
H -0.470 -2.913 -1.174 -0.29
H 0.762 -0.055 1.128 0.03
```

- E_tot: -8762.89300 eV
- LUMO (spin up / spin down): -0.87 / -1.99 eV
- Multiplicity: 2
- Energy above the lowest of the compared OMol25 structures with the same formula, charge and spin: 0.487 eV
- Kohn-Sham gap (spin up / spin down): 5.71 / 4.60 eV
- HOMO (spin up / spin down): -6.58 / -6.58 eV

---

Repeat the seventh record exactly.
ORCA calculation (the ωB97M-V functional and the def2-TZVPD basis) on a cluster of 2 separate species, CH2IP in total.

Structure (XYZ):
```
5
Properties=species:S:1:pos:R:3:lowdin_charge:R:1
I 0.520 2.123 -1.740 -0.06
P 1.155 -0.516 0.698 0.80
C -0.417 -0.619 0.396 -0.56
H -0.852 -1.478 0.920 -0.01
H -0.406 0.490 -0.273 -0.17
```

- E_tot: -18454.69287 eV
- LUMO (spin up / spin down): -2.06 / -3.18 eV
- Energy above the lowest of the compared OMol25 structures with the same formula, charge and spin: 3.246 eV
- Kohn-Sham gap (spin up / spin down): 7.10 / 5.16 eV
- HOMO (spin up / spin down): -9.17 / -8.35 eV

---

Which of these has the highest E_tot? CH2LiMgO

---

What did the seventh record say?
ORCA calculation (the ωB97M-V functional and the def2-TZVPD basis) on a cluster of 2 separate species, CH2IP in total.

Structure (XYZ):
```
5
Properties=species:S:1:pos:R:3:lowdin_charge:R:1
I 0.520 2.123 -1.740 -0.06
P 1.155 -0.516 0.698 0.80
C -0.417 -0.619 0.396 -0.56
H -0.852 -1.478 0.920 -0.01
H -0.406 0.490 -0.273 -0.17
```

- E_tot: -18454.69287 eV
- LUMO (spin up / spin down): -2.06 / -3.18 eV
- Energy above the lowest of the compared OMol25 structures with the same formula, charge and spin: 3.246 eV
- Kohn-Sham gap (spin up / spin down): 7.10 / 5.16 eV
- HOMO (spin up / spin down): -9.17 / -8.35 eV

---

What did the sixth record say?
ORCA calculation (the ωB97M-V functional and the def2-TZVPD basis) on a structure of composition CH2INS.

Structure (XYZ):
```
6
Properties=species:S:1:pos:R:3:lowdin_charge:R:1
I 2.027 1.088 0.062 0.73
S 3.714 -2.289 0.208 0.62
N 0.285 0.042 0.286 -0.48
C 2.847 -1.527 -0.795 -0.78
H -0.409 0.683 0.663 -0.05
H -0.022 -0.246 -0.637 -0.04
```

- E_tot: -21489.37710 eV
- LUMO (spin up / spin down): -0.09 / -2.63 eV
- Multiplicity: 3
- Energy above the lowest of the compared OMol25 structures with the same formula, charge and spin: 1.776 eV
- Kohn-Sham gap (spin up / spin down): 5.95 / 6.48 eV
- HOMO (spin up / spin down): -6.04 / -9.11 eV